1.
This record from OMol25 describes a molecular structure, C44H43F2N3O3P2Re in a non-equilibrium geometry. The level of theory is ωB97M-V/def2-TZVPD.

Geometry as XYZ:
```
98
Properties=species:S:1:pos:R:3:forces:R:3
Re 0.6427 -0.6036 0.0218 1.00 1.01 -1.26
C 0.5577 -3.6917 3.3089 0.26 -0.24 -0.19
C 1.4768 -3.5935 2.0929 0.01 0.34 -0.13
C 2.4570 -2.4454 2.2812 0.01 -0.36 -0.06
C 0.6085 -3.4706 0.8060 0.04 -0.48 0.46
C 0.5112 -4.8012 0.0382 -0.65 -0.01 0.64
O 1.2874 -4.5858 -1.1363 0.53 0.03 -0.50
C 1.5325 -3.2949 -1.2549 -0.50 0.61 0.67
N 1.1458 -2.5582 -0.2365 0.20 -0.73 -0.69
C 2.1474 -2.8718 -2.5034 0.32 0.13 -0.61
C 2.7505 -3.8696 -3.2855 -0.08 0.04 0.18
C 3.2762 -3.5848 -4.5280 0.02 0.07 -0.07
C 3.2007 -2.2957 -5.0348 -0.07 -0.03 0.11
C 2.6462 -1.2955 -4.2581 0.10 -0.27 -0.06
C 2.1260 -1.5585 -2.9945 0.03 0.13 -0.19
P 1.3264 -0.1194 -2.2048 -0.58 -1.43 2.32
C 2.6022 1.1461 -2.4343 -0.03 0.01 -0.27
C 3.8988 0.7287 -2.1172 -0.25 0.04 -0.12
C 4.9515 1.6190 -2.1784 0.04 0.09 0.03
C 4.7316 2.9288 -2.5777 -0.08 -0.04 -0.02
C 3.4502 3.3422 -2.9057 0.02 0.15 0.06
C 2.3812 2.4664 -2.8157 0.09 -0.23 0.01
C -0.1202 0.0134 -3.2941 0.36 0.25 -0.30
C -0.1190 0.7691 -4.4589 -0.19 -0.13 0.07
C -1.2753 0.8474 -5.2176 0.00 0.10 -0.11
C -2.4148 0.1599 -4.8324 -0.04 0.01 -0.04
C -2.4131 -0.6016 -3.6722 -0.06 0.03 -0.06
C -1.2674 -0.6704 -2.9022 0.19 0.02 0.16
H 1.1419 -3.8345 4.2138 0.03 -0.04 0.11
H -0.1219 -4.5337 3.2112 -0.23 -0.09 0.06
H -0.0170 -2.7735 3.4202 -0.12 0.14 0.00
H 2.0644 -4.5119 2.0252 0.00 -0.04 -0.05
H 3.1235 -2.3324 1.4300 -0.02 0.16 -0.02
H 3.0723 -2.6396 3.1543 0.07 0.01 0.18
H 1.9219 -1.5147 2.4635 -0.04 0.25 -0.03
H -0.3916 -3.1070 1.0956 0.36 -0.21 -0.15
H -0.5076 -5.0488 -0.2790 0.15 0.04 0.02
H 0.9348 -5.6439 0.5834 -0.03 0.05 -0.06
H 2.8049 -4.8742 -2.9004 -0.03 -0.12 0.01
H 3.7371 -4.3637 -5.1135 0.02 -0.14 -0.03
H 3.5582 -2.0759 -6.0292 0.11 0.03 -0.04
H 2.6148 -0.2854 -4.6401 0.01 0.05 -0.06
H 4.0713 -0.2936 -1.8101 0.08 0.01 0.00
H 5.9445 1.2977 -1.9070 0.11 -0.07 0.00
H 5.5557 3.6238 -2.6324 0.06 0.05 -0.03
H 3.2798 4.3584 -3.2263 -0.01 0.12 -0.03
H 1.3846 2.8120 -3.0413 0.03 0.06 -0.19
H 0.7693 1.3042 -4.7622 0.05 0.03 -0.06
H -1.2865 1.4591 -6.1069 -0.02 -0.01 -0.14
H -3.3029 0.2106 -5.4431 -0.10 0.03 -0.03
H -3.3084 -1.1263 -3.3750 -0.06 -0.13 0.02
H -1.2453 -1.2537 -1.9796 -0.09 0.02 -0.12
O -0.2495 2.0402 -1.6772 -1.98 3.23 2.70
C -0.7448 2.7619 -0.9028 2.94 -4.75 -3.94
O -0.6002 0.9683 0.7221 -0.30 0.70 -0.36
C -1.3246 3.6607 -0.1065 -1.86 2.94 2.73
C -1.5793 4.9993 -0.5585 0.50 -1.40 -0.21
C -2.1387 5.9100 0.2885 -0.35 0.45 0.61
C -2.4900 5.5770 1.6045 0.23 -0.02 -0.79
C -2.2851 4.2861 2.0582 0.12 -0.43 0.04
C -1.7023 3.3355 1.2426 0.24 0.28 -0.86
P -1.5054 1.6310 1.7534 0.42 -1.59 0.58
C -3.1386 0.8636 1.5982 0.38 0.64 0.19
C -4.0750 0.7822 2.6192 0.11 0.04 0.00
C -5.3430 0.3016 2.3366 -0.15 -0.07 0.01
C -5.6806 -0.0801 1.0464 0.05 0.02 0.09
C -4.7470 0.0164 0.0228 0.07 0.00 -0.07
C -3.4794 0.4906 0.2964 0.12 0.14 -0.12
C -0.6652 1.5803 3.3546 -0.66 0.39 -0.60
C -0.9378 0.6552 4.3531 -0.17 -0.09 0.03
C -0.1299 0.6226 5.4779 0.05 -0.06 0.02
C 0.9442 1.4917 5.5929 -0.03 0.00 -0.06
C 1.2126 2.4176 4.5939 0.06 0.04 -0.07
C 0.4076 2.4646 3.4714 -0.07 0.05 -0.01
H -1.3228 5.2488 -1.5735 0.04 0.18 -0.17
H -2.3258 6.9082 -0.0694 0.00 0.17 -0.05
H -2.9261 6.3212 2.2487 -0.08 0.12 0.11
H -2.5708 4.0004 3.0607 -0.02 0.06 0.12
H -3.8136 1.0879 3.6206 -0.06 0.01 0.15
H -6.0750 0.2265 3.1253 -0.05 -0.01 0.09
H -6.6729 -0.4472 0.8296 -0.08 -0.01 0.04
H -5.0081 -0.2673 -0.9869 -0.03 -0.01 -0.04
H -2.7409 0.5753 -0.4929 -0.04 -0.08 -0.09
H -1.7711 -0.0276 4.2651 -0.10 -0.12 -0.03
H -0.3362 -0.0819 6.2685 -0.03 -0.09 0.05
H 1.5778 1.4477 6.4640 0.05 0.02 0.13
H 2.0463 3.0977 4.6875 0.05 0.02 0.01
H 0.6022 3.1762 2.6778 0.15 0.05 0.04
F 2.1884 1.7853 0.3354 -0.01 1.30 -0.18
C 2.2005 0.5413 0.8731 -1.32 -1.09 0.47
F 3.4186 0.0160 0.6171 0.78 -0.30 -0.02
H 2.1202 0.6714 1.9680 0.16 0.05 -0.11
N -2.9771 -2.4347 2.7971 0.01 0.23 0.42
N -2.2680 -2.2027 1.5544 0.27 0.06 0.16
H -3.8123 -2.9861 2.6279 0.17 0.03 -0.09
H -2.3683 -2.9837 3.4019 -0.17 -0.13 -0.31
H -2.9457 -2.1475 0.7970 0.07 0.12 0.25
H -1.8640 -1.2634 1.6586 -0.48 -0.42 -0.29
```
Positions in Å, forces in eV/Å.

Summary:
Max |F|   0.1329 Eh/bohr
<S²>   0.830
Total charge   +2
Orbital gap (spin up / spin down)   4.9 / 4.0 eV
Multiplicity   2

=====

2.
This record from OMol25 describes a molecular structure, C9H17N5NiO3. The level of theory is ωB97M-V/def2-TZVPD.

Geometry as XYZ:
```
35
Properties=species:S:1:pos:R:3:forces:R:3
Ni 0.0281 0.1173 0.4151 0.04 0.04 0.08
C -0.6119 -4.2744 -1.5897 0.00 0.00 0.01
O 0.0523 -3.1821 -2.2448 0.00 0.01 0.01
C 0.2260 -2.0968 -1.4932 0.00 0.04 -0.06
O -0.1148 -1.9985 -0.3279 -0.01 -0.05 0.03
N 0.8427 -1.1116 -2.1900 0.01 -0.01 0.03
N 1.0255 0.1128 -1.5475 0.01 0.05 -0.02
H -0.6755 -5.0598 -2.3350 0.00 0.00 0.00
H -1.6051 -3.9710 -1.2660 0.00 0.00 0.00
H -0.0338 -4.6065 -0.7302 0.00 0.00 0.00
H 1.0144 -1.2188 -3.1762 -0.02 -0.01 0.00
H 0.5095 0.8774 -1.9880 -0.02 -0.03 -0.01
H 2.0090 0.3526 -1.5190 0.00 -0.02 0.03
C 0.5632 1.9610 2.9494 0.02 0.03 0.00
O 0.2761 0.5838 3.2562 -0.04 -0.03 -0.02
C 0.0821 -0.2393 2.2585 -0.01 -0.05 0.02
C -0.1399 -1.6111 2.8194 0.02 0.01 -0.02
H 1.6436 2.0760 2.8736 -0.01 0.01 -0.03
H 0.1896 2.5456 3.7858 0.00 -0.01 0.00
H 0.0747 2.2426 2.0189 0.00 0.00 0.00
H -0.3841 -1.5960 3.8825 -0.01 -0.01 0.00
H 0.7884 -2.1729 2.6732 0.00 0.00 0.00
H -0.9039 -2.1335 2.2459 0.00 0.01 0.00
N 0.0730 4.6880 -2.3505 -0.02 -0.02 -0.01
C -0.6725 3.6952 -1.7105 0.00 -0.01 0.06
C -0.0592 2.8049 -0.8411 0.00 0.01 -0.03
N -0.7959 1.8739 -0.1099 0.02 -0.04 -0.02
C -2.1420 1.9296 -0.3395 -0.04 0.02 -0.02
C -2.7004 2.8024 -1.2241 0.00 -0.04 0.05
N -1.9844 3.7104 -1.9603 0.03 0.06 -0.06
H 1.0268 4.4429 -2.5605 0.00 0.01 0.00
H -0.4236 5.0674 -3.1427 0.00 0.00 0.00
H 0.9932 2.9039 -0.5938 0.00 0.02 -0.01
H -2.7625 1.2430 0.2248 0.01 -0.01 -0.01
H -3.7742 2.8062 -1.3678 0.00 0.00 0.00
```
Positions in Å, forces in eV/Å.

Summary:
Max |F|   0.0018 Eh/bohr
<S²>   2.044
Total charge   0
Relative energy (zero: lowest compared OMol25 entry of this formula, charge and spin)   0.0 kJ/mol
Orbital gap (spin up / spin down)   4.9 / 7.6 eV
Multiplicity   3

=====

3.
This record from OMol25 describes a gas-phase ion, C4H8N3S (charge +1) in a non-equilibrium geometry. The level of theory is ωB97M-V/def2-TZVPD.

Geometry as XYZ:
```
16
Properties=species:S:1:pos:R:3:forces:R:3
C -0.2598 -1.5585 3.3016 1.31 -0.68 -1.62
C -0.7581 1.9453 -1.6109 -3.02 1.86 -1.28
C 1.1285 -2.0691 1.4275 -0.93 1.37 -0.76
C -0.0396 -0.0307 -0.3359 3.37 -0.22 0.77
N 0.4913 -2.4068 2.5984 -0.90 -3.79 2.92
N -0.7129 0.5940 -1.2038 -3.54 -2.43 -0.02
N -0.9226 -0.7281 3.6926 -1.46 1.81 1.22
S -0.1803 -1.6447 0.0069 -0.64 -1.22 0.72
H -1.6196 2.4194 -0.9880 1.56 -0.40 -1.18
H 0.1642 2.4537 -1.4199 0.48 0.23 -0.07
H 1.7330 -1.1828 1.6577 0.26 -0.24 -1.10
H 1.5053 -2.8986 0.8637 1.08 -0.35 0.52
H 0.8906 0.3608 0.0316 0.18 0.94 0.32
H 0.4417 -3.3856 3.0494 0.45 1.87 -1.79
H -1.5965 0.0223 -1.3048 0.82 1.26 -0.97
H -1.0986 1.9896 -2.7401 0.99 0.00 2.31
```
Positions in Å, forces in eV/Å.

Summary:
Max |F|   0.0947 Eh/bohr
Total charge   +1
Relative energy (zero: lowest compared OMol25 entry of this formula, charge and spin)   298.6 kJ/mol
Orbital gap   9.4 eV

=====

4.
This record from OMol25 describes 9 unconnected molecules or ions with the total composition C36H30O27 in a non-equilibrium geometry. The level of theory is ωB97M-V/def2-TZVPD.

Geometry as XYZ:
```
93
Properties=species:S:1:pos:R:3:forces:R:3
O -7.3129 6.3077 5.7105 0.75 0.35 0.48
C -6.6042 5.5933 5.0331 -0.21 -0.41 -0.98
C -7.1284 4.5013 4.2599 -0.57 -0.84 0.03
C -6.3580 3.6719 3.5513 -0.53 -1.88 -0.24
O -6.8768 2.5306 3.0670 0.24 0.66 0.10
C -4.8849 3.7994 3.4297 0.74 1.75 1.04
O -4.1836 2.9933 2.8598 -0.18 -0.32 -0.41
C -4.3301 4.9486 4.1632 -0.31 0.27 -0.46
C -5.1129 5.7734 4.8799 0.66 0.17 0.78
O -4.5771 6.7984 5.5749 -0.21 -0.27 0.05
H -8.1403 4.1460 4.4161 -0.13 0.48 0.00
H -6.1721 1.9930 2.6464 -0.01 -0.08 -0.36
H -3.2851 5.1745 4.0044 0.01 -0.10 0.28
H -5.1955 6.9992 6.2976 -0.11 0.32 -0.28
O -4.3905 -1.5698 0.3009 -0.63 -0.32 0.29
C -3.9997 -2.5781 -0.2516 1.91 0.63 -0.68
C -2.8144 -2.5529 -1.1259 0.01 -0.20 0.95
C -2.4078 -3.6580 -1.7503 0.79 -0.02 -1.44
O -1.3580 -3.6396 -2.5863 -0.17 -0.22 0.43
C -3.1320 -4.9590 -1.6600 -1.13 -0.43 0.69
O -2.8067 -5.9556 -2.2720 0.65 0.54 -0.30
C -4.2667 -4.9804 -0.7451 0.00 0.08 0.74
C -4.6133 -3.9005 -0.0194 -1.24 -0.73 -0.27
O -5.6321 -3.9103 0.8550 0.30 0.37 -0.26
H -2.1215 -1.7297 -1.0329 -0.38 0.40 -0.49
H -1.1819 -4.5575 -2.8627 -0.04 0.05 0.06
H -4.7484 -5.9348 -0.5846 -0.10 0.02 -0.08
H -5.8014 -2.9698 1.0681 0.03 -0.21 0.19
O -0.8115 -2.5884 -6.2725 0.34 -0.17 -0.13
C 0.2821 -2.4543 -5.7534 -0.34 1.03 0.78
C 0.5165 -1.7273 -4.5088 -0.21 -0.65 -0.15
C 1.7301 -1.7296 -3.9358 -0.42 1.38 0.72
O 1.8511 -1.1422 -2.7390 0.66 -0.15 -0.01
C 2.9702 -2.1275 -4.6636 0.37 -1.08 -0.97
O 4.0989 -1.9757 -4.2382 -0.49 0.64 0.63
C 2.7374 -2.7568 -5.9564 -0.01 -0.54 -0.07
C 1.5025 -2.9623 -6.4157 0.17 -0.34 -1.53
O 1.3005 -3.5600 -7.6086 -0.01 0.25 0.40
H -0.3265 -1.2756 -4.0073 -0.05 -0.12 0.06
H 2.7828 -1.1505 -2.4222 -0.30 -0.27 -0.19
H 3.5538 -3.1711 -6.5328 0.23 0.26 0.18
H 0.3796 -3.3771 -7.8643 -0.08 -0.23 0.17
O 2.2233 1.2999 -0.4424 0.53 -1.07 -0.44
C 1.0608 1.1162 -0.1777 -1.70 1.28 1.05
C 0.1615 2.2595 -0.0138 -0.13 0.66 -0.07
C -1.0559 2.1567 0.5292 -0.32 0.28 0.48
O -1.8455 3.1990 0.8502 0.34 -0.81 0.00
C -1.6230 0.8295 0.9367 1.25 -0.43 -0.82
O -2.7159 0.7653 1.4341 -0.57 0.13 0.31
C -0.7640 -0.3325 0.6984 -1.21 -0.37 -0.05
C 0.4614 -0.2306 0.2002 2.00 -0.03 -0.25
O 1.3194 -1.2583 0.0984 -0.50 0.25 0.10
H 0.5516 3.2560 -0.1791 0.23 -0.13 -0.19
H -2.5654 2.8066 1.3963 -0.20 0.09 -0.10
H -1.2483 -1.2831 0.8799 0.35 -0.11 0.36
H 2.2130 -0.9185 -0.1112 -0.09 0.02 -0.23
O 6.0534 -3.7752 -1.7491 -0.19 -0.21 -0.68
C 4.8796 -4.0329 -1.5603 0.05 0.24 0.92
C 4.2549 -3.7973 -0.2650 -0.10 -0.69 -0.25
C 2.9519 -4.0600 -0.0827 -0.77 0.79 0.85
O 2.3245 -3.6683 1.0360 0.36 -0.24 0.07
C 2.0495 -4.6711 -1.1359 0.88 0.80 -0.80
O 0.8630 -4.8428 -0.9712 0.00 -0.04 0.65
C 2.7062 -4.8544 -2.4084 -0.13 -0.87 -1.04
C 3.9874 -4.5500 -2.6474 0.28 0.12 -0.18
O 4.5306 -4.6710 -3.8566 0.26 -0.31 0.34
H 4.8961 -3.4038 0.5109 -0.17 0.14 0.11
H 1.3922 -3.4970 0.8316 -0.05 -0.32 -0.01
H 2.1555 -5.3203 -3.2189 -0.22 0.18 0.08
H 5.4649 -4.3967 -3.7888 -0.13 0.08 0.01
O 2.9582 3.7227 1.3146 -0.09 -0.74 -0.26
C 4.0191 3.5605 1.8783 0.60 1.47 0.02
C 4.5286 4.5596 2.8016 0.47 1.25 1.26
C 5.5925 4.3944 3.6142 -0.64 -0.80 -0.84
O 5.9405 5.2720 4.5442 0.32 0.04 0.15
C 6.4066 3.1496 3.4350 0.32 -1.42 -0.39
O 7.3220 2.8337 4.1659 0.07 0.91 0.56
C 6.0849 2.2794 2.2905 0.00 0.83 -0.58
C 5.0096 2.5077 1.5349 -0.45 -1.26 -0.78
O 4.7804 1.7902 0.4144 -0.35 0.42 0.46
H 4.0664 5.5390 2.8618 -0.59 -0.30 -0.04
H 6.7188 4.9355 5.0203 -0.01 -0.07 -0.11
H 6.8280 1.6119 1.8773 0.11 -0.26 0.58
H 3.8581 1.9533 0.1130 0.27 -0.04 0.04
O -5.6961 0.9828 1.1314 0.01 -0.01 -0.20
H -5.8184 1.6109 0.4105 -0.02 -0.06 0.06
H -4.8405 0.5630 0.9541 -0.14 0.02 0.19
O -3.4092 5.5657 1.4254 0.14 -0.06 0.02
H -2.8341 6.2945 1.1710 -0.04 -0.03 -0.02
H -2.8202 4.7996 1.4877 -0.11 0.41 -0.15
O 4.1306 -0.9402 -1.1865 0.10 0.23 -0.05
H 4.8729 -1.2318 -0.6433 -0.08 -0.07 -0.09
H 4.4878 -0.2147 -1.7180 0.01 0.00 0.21
```
Positions in Å, forces in eV/Å.

Summary:
Max |F|   0.0462 Eh/bohr
Total charge   0
Orbital gap   7.3 eV
SMILES   O=C1C=C(O)C(=O)C=C1O.O=C1C=C(O)C(=O)C=C1O.O=C1C=C(O)C(=O)C=C1O.O=C1C=C(O)C(=O)C=C1O.O=C1C=C(O)C(=O)C=C1O.O=C1C=C(O)C(=O)C=C1O.O.O.O

=====

5.
This record from OMol25 describes a molecular structure, C6H10N2O2 in a non-equilibrium geometry. The level of theory is ωB97M-V/def2-TZVPD.

Geometry as XYZ:
```
20
Properties=species:S:1:pos:R:3:forces:R:3
N 2.7078 -1.7265 -0.1012 0.14 0.17 0.13
C 1.4037 -2.2849 -0.2618 -0.26 -0.08 -0.11
C 1.1921 -3.7354 0.2311 0.29 -0.05 -0.05
C 0.9751 -3.1807 1.6531 0.05 -0.01 0.25
C 0.2776 -2.0498 0.8427 -0.03 0.12 -0.38
C -0.8615 -2.8470 0.1850 -0.07 0.18 0.14
O -0.1346 -4.0231 -0.2084 -0.11 -0.14 -0.08
C -0.0107 -0.7341 1.3755 -0.14 0.87 1.34
N -0.1932 0.2606 1.9490 0.21 -1.25 -1.04
H 2.7207 -0.7360 -0.3216 0.02 -0.13 0.04
H 3.1111 -1.8557 0.8207 -0.11 0.02 -0.15
H 1.0513 -2.1006 -1.2847 0.08 -0.07 0.20
H 1.8747 -4.5548 -0.0122 -0.22 0.24 0.07
H 0.3510 -3.7729 2.3324 0.14 0.15 -0.17
H 1.8907 -2.8540 2.1550 -0.23 -0.04 -0.12
H -1.6656 -3.1119 0.8854 0.17 0.08 -0.18
H -1.2777 -2.3369 -0.6939 0.05 -0.12 0.17
O -0.5331 2.4897 -0.0795 0.06 0.16 0.83
H -0.5047 2.3558 0.8975 -0.07 -0.16 -1.19
H -0.8670 1.6690 -0.4556 0.02 0.04 0.30
```
Positions in Å, forces in eV/Å.

Summary:
Max |F|   0.0319 Eh/bohr
Total charge   0
Relative energy (zero: lowest compared OMol25 entry of this formula, charge and spin)   229.9 kJ/mol
Orbital gap   10.2 eV

=====

6.
This record from OMol25 describes a molecular structure, C4H9NO2 in a non-equilibrium geometry. The level of theory is ωB97M-V/def2-TZVPD.

Geometry as XYZ:
```
16
Properties=species:S:1:pos:R:3:forces:R:3
C 0.1865 -1.6481 0.1045 3.66 2.15 3.49
O 0.2655 -2.3754 -1.1268 -3.96 1.13 1.78
C 0.3666 -0.1447 -0.2151 0.38 0.57 0.12
C 0.0204 0.7407 0.9812 -0.13 0.01 -0.25
C 0.1162 2.1990 0.6251 0.80 0.20 -0.44
O -0.7720 2.9874 0.7756 -0.26 0.16 0.11
N -0.3944 0.2996 -1.3874 -0.01 -0.66 0.06
H 0.9890 -1.9355 0.8018 -0.01 -0.08 -0.20
H -0.7149 -1.7131 0.7744 -0.10 -0.59 -0.91
H -0.6932 -1.9671 -0.8411 0.42 -2.68 -4.25
H 1.4307 0.0250 -0.4727 -0.39 -0.19 0.08
H 0.7236 0.5564 1.7944 -0.05 -0.12 0.17
H -1.0088 0.5765 1.3116 0.07 -0.14 0.14
H 1.1017 2.5409 0.1928 -0.45 -0.27 0.22
H -0.2166 -0.4129 -2.0922 0.00 0.35 -0.32
H -1.4004 0.2714 -1.2262 0.05 0.18 0.19
```
Positions in Å, forces in eV/Å.

Summary:
Max |F|   0.1068 Eh/bohr
Total charge   0
Relative energy (zero: lowest compared OMol25 entry of this formula, charge and spin)   372.5 kJ/mol
Orbital gap   10.4 eV